# 1
{
  "formula": "C52H52AsO3ReS4",
  "method": "wB97M-V/def2-TZVPD",
  "charge": 1,
  "spin_multiplicity": 4,
  "lumo_ha": [-0.1064, -0.1266],
  "orbital_gap_ev": [7.0, 6.8],
  "symbols": ["Re", "S", "C", "C", "C", "C", "C", "C", "S", "H", "H", "H", "H", "O", "S", "C", "C", "C", "C", "S", "O", "C", "C", "C", "C", "C", "C", "C", "C", "C", "C", "C", "C", "H", "H", "H", "H", "H", "H", "H", "H", "H", "H", "H", "H", "H", "H", "H", "H", "H", "H", "C", "C", "C", "C", "C", "C", "C", "C", "C", "C", "C", "C", "O", "H", "H", "H", "H", "H", "H", "H", "H", "H", "H", "H", "H", "H", "H", "H", "H", "H", "C", "C", "C", "C", "C", "C", "As", "C", "C", "C", "C", "C", "C", "C", "C", "C", "C", "C", "C", "H", "H", "H", "H", "H", "H", "H", "H", "H", "H", "H", "H", "H"],
  "coordinates": [[-0.98191, -0.51947, -0.42644], [0.07814, 1.00616, -1.76379], [-1.22199, 2.11008, -2.27581], [-0.98840, 2.93536, -3.38200], [-2.04455, 3.58158, -4.00201], [-3.32693, 3.51022, -3.45798], [-3.56502, 2.71476, -2.35015], [-2.50712, 1.98202, -1.77323], [-2.83688, 0.88756, -0.39075], [0.01325, 2.97853, -3.79005], [-1.86679, 4.24947, -4.89163], [-4.16254, 3.99021, -3.97217], [-4.53697, 2.73363, -1.95331], [-1.05790, -1.28155, 1.59852], [0.15523, -1.12927, 2.58101], [0.32607, -2.86442, 3.09403], [0.93722, -3.64788, 2.01033], [2.32171, -3.13500, 1.53979], [2.71077, -3.50359, 0.14503], [1.48369, -2.84985, -1.04229], [0.95380, -1.57505, -0.34176], [2.61302, -2.19412, -2.26646], [3.14580, -0.93713, -2.08186], [4.05069, -0.45903, -3.01651], [4.32151, -1.18294, -4.16061], [3.71642, -2.42585, -4.33733], [2.87703, -2.93566, -3.37773], [-0.66211, -0.56230, 4.04783], [-2.03148, -0.45572, 4.11849], [-2.59933, 0.05204, 5.26990], [-1.83767, 0.33369, 6.36708], [-0.45291, 0.20775, 6.29671], [0.15137, -0.27070, 5.14424], [-0.68429, -3.21196, 3.30167], [0.91654, -2.88484, 4.01820], [0.21257, -3.70396, 1.22828], [1.08107, -4.66967, 2.39698], [3.06703, -3.56963, 2.26091], [2.39769, -2.04595, 1.62909], [2.86021, -4.56415, -0.03019], [3.67685, -3.06414, -0.16793], [2.92536, -0.32444, -1.21016], [4.54340, 0.48608, -2.77718], [5.04450, -0.81047, -4.91935], [4.00068, -2.97196, -5.23378], [2.36222, -3.88916, -3.53072], [-2.70628, -0.66120, 3.29317], [-3.65750, 0.24390, 5.30487], [-2.28193, 0.78450, 7.28127], [0.17156, 0.50974, 7.16397], [1.23669, -0.34746, 5.06582], [-0.34781, -2.19884, -3.62270], [-1.82744, -2.01897, -3.89965], [-2.16753, -0.55848, -4.14767], [-2.85921, -2.69792, -3.03252], [-3.90008, -3.36214, -3.70992], [-4.90082, -4.01542, -2.98999], [-4.91122, -4.04345, -1.62597], [-3.87626, -3.43242, -0.89444], [-3.90378, -3.41766, 0.61381], [-2.72741, -4.06214, 1.23673], [-4.19256, -2.03706, 1.22597], [-2.90781, -2.75418, -1.63183], [-1.87981, -2.18762, -0.84517], [0.22568, -1.78486, -4.47915], [-0.05393, -3.25356, -3.48400], [-0.02213, -1.64718, -2.76920], [-1.97132, -2.45374, -4.89919], [-2.49422, -0.07543, -3.25053], [-2.92305, -0.47728, -4.92173], [-1.26716, -0.02083, -4.47849], [-3.97485, -3.35085, -4.78914], [-5.67740, -4.53005, -3.54434], [-5.71189, -4.53007, -1.07195], [-4.74600, -4.06630, 0.90298], [-1.83329, -3.52602, 0.94448], [-2.62598, -5.11374, 1.03413], [-2.93356, -4.05416, 2.29289], [-3.42279, -1.30916, 0.98046], [-4.21697, -2.15203, 2.32525], [-5.12913, -1.56008, 0.87521], [1.98379, 4.61842, 5.30792], [2.02902, 3.23239, 5.29019], [1.68860, 2.53886, 4.13977], [1.37462, 3.19498, 2.97009], [1.39613, 4.59811, 2.97139], [1.65497, 5.31056, 4.13390], [0.86958, 2.16546, 1.34880], [0.79174, 3.69681, 0.11005], [-0.30948, 4.48304, -0.20192], [-0.18546, 5.53141, -1.09126], [0.98459, 5.72941, -1.79962], [2.07868, 4.87675, -1.58509], [1.95817, 3.84180, -0.67071], [3.03309, 2.86734, -0.28688], [4.31440, 2.81789, -0.84229], [5.23755, 1.90061, -0.35745], [4.89847, 0.95136, 0.61140], [3.62485, 1.00499, 1.18828], [2.69176, 1.91517, 0.70950], [2.24121, 5.12004, 6.20525], [2.30518, 2.73626, 6.19478], [1.66189, 1.45043, 4.14002], [1.15214, 5.13581, 2.03928], [1.66215, 6.38217, 4.04714], [-1.27083, 4.31860, 0.31042], [-1.03295, 6.11019, -1.34947], [1.12040, 6.45853, -2.59482], [3.03868, 5.01667, -2.11003], [4.60696, 3.53148, -1.63065], [6.22217, 1.90708, -0.79062], [5.63946, 0.21416, 0.93410], [3.37663, 0.38607, 2.08019]],
  "forces_ev_per_a": [[-0.0647, -0.5637, 0.0566], [-0.6369, 0.0826, 0.0228], [0.1044, -0.3010, -0.6850], [-0.1237, -0.2621, -0.1144], [0.3522, 1.2712, -0.6401], [0.0043, -0.4081, -0.3810], [1.5143, 0.2838, -0.3149], [-0.6464, 0.2054, 0.6151], [0.4675, 0.2138, -0.6130], [0.0130, 0.0994, -0.0288], [-0.1236, -0.9571, 1.0070], [0.2844, 0.0218, 0.3286], [-1.0885, -0.4481, 0.6464], [0.8030, 0.4008, -0.0890], [-1.6340, -0.5101, -0.0956], [-0.0073, 0.7586, 0.9626], [1.3853, -1.0809, -0.4349], [0.2594, -0.2634, 1.5814], [1.0388, 0.4519, -0.7189], [-0.1278, 0.2467, -0.2547], [0.0008, -0.1275, 0.0395], [-0.6611, 0.4026, 0.9352], [0.4225, 0.3772, 0.4007], [0.0827, 0.6558, 0.3709], [0.6110, -0.0498, -0.5430], [1.0369, 0.3655, -0.8063], [-0.5672, -1.2449, -0.7660], [0.6069, -0.1865, 0.3997], [-0.5915, 0.3613, -0.5874], [-0.5844, -0.2007, 0.0613], [0.5200, 1.0999, 1.2627], [0.7189, -0.0434, 0.8398], [-0.1825, 0.3002, -0.0833], [-0.0967, 0.1351, 0.1280], [-0.0782, 0.1979, -0.0922], [-0.3415, -0.1206, -0.8652], [-0.2028, 0.1626, -0.2755], [-0.4011, 0.4932, -0.7487], [-0.0458, -0.1782, 0.0401], [-0.5609, -0.3040, -0.0692], [-0.4494, 0.0695, 0.4469], [-0.0659, -0.2269, -0.0585], [-0.1781, -0.2190, -0.3790], [-0.6844, -0.2854, 0.6807], [-0.3966, -0.1453, 0.2003], [0.3203, 0.2169, 0.0440], [0.4720, -0.0972, -0.1454], [-0.2540, -0.1368, -0.0547], [0.2789, -0.5271, -0.7993], [-0.4997, -0.3371, -0.7190], [-0.2691, -0.0511, 0.1176], [0.3214, -0.5983, -0.6172], [-0.1022, -0.1596, -1.0754], [0.6806, 0.3236, -0.2100], [-0.5850, -0.7804, -0.2736], [-0.0667, 0.1344, 1.1124], [-0.1099, -0.0928, -1.2658], [0.6020, 0.1969, 1.2960], [-0.8333, 0.2914, -0.7447], [-1.6913, -0.0670, -0.5582], [0.7550, -0.1847, 0.5430], [-0.2239, 0.2622, 0.0698], [1.3762, 0.7898, 0.6724], [0.1642, 0.1266, -0.5478], [-0.2947, -0.3077, 0.4133], [-0.2465, 0.3180, -0.1083], [0.1707, 0.4013, 0.5839], [0.0536, -0.3228, 0.2960], [-0.4002, 0.3573, 0.4855], [-0.2398, 0.1779, 0.0621], [-0.2648, -0.0549, -0.0933], [0.2683, 0.0201, -0.0356], [-0.0529, 0.0830, 0.0469], [0.1261, -0.0093, -0.1775], [-0.0899, 0.2784, -0.2128], [0.2323, -0.0989, 0.3928], [0.0051, -0.4709, -0.6686], [0.4921, 0.3208, 0.8127], [0.1490, -0.1716, 0.1138], [-0.1463, 0.1661, -0.4054], [0.2893, -0.6020, 0.1919], [-0.1387, -0.1797, -1.1725], [-0.2657, 0.5792, -0.2023], [0.0594, -0.7581, 0.0051], [-0.1977, 0.7539, -0.4405], [-0.4898, -0.0780, -0.5630], [0.3696, -0.6491, -0.0643], [0.2596, 0.8513, 0.2581], [-0.2239, -0.5271, -0.9677], [-0.3775, -0.1916, 1.2662], [0.2606, -0.2798, -0.7550], [1.3170, -0.6014, -0.3026], [0.0837, 0.0915, -0.1358], [0.4794, -0.6166, 1.3979], [-0.1173, -0.4298, -0.2779], [-0.1952, 0.4905, 0.0775], [-0.2429, -0.4675, -0.2410], [0.0051, 0.3758, 0.1699], [-0.0051, -0.3330, 0.4195], [0.1450, 0.7467, -0.3633], [0.1155, 0.5632, 0.6303], [0.1028, -0.4732, 0.3600], [0.1395, 0.2518, 0.1046], [0.2190, -0.2279, 0.6746], [-0.0299, 0.2793, 0.3705], [0.4950, 0.1031, -0.2591], [-0.7613, 0.5858, -0.0042], [-0.4305, 0.1968, 0.3626], [-0.7175, -0.0119, 0.1359], [-0.1169, -0.4216, 0.5114], [0.2879, -0.1252, -0.0188], [-0.2688, 0.3412, 0.0008], [0.1676, 0.2372, -0.8999]],
  "lowdin_charge": [1.133, 0.653, -0.652, -0.123, -0.079, -0.075, -0.096, -0.652, 0.639, 0.108, 0.127, 0.113, 0.092, -0.663, 1.024, -0.298, -0.253, -0.244, -0.288, 1.079, -0.695, -0.412, -0.072, -0.050, -0.054, -0.062, -0.103, -0.393, -0.049, -0.063, -0.065, -0.061, -0.109, 0.108, 0.120, 0.074, 0.142, 0.146, 0.073, 0.107, 0.109, 0.092, 0.105, 0.127, 0.117, 0.125, 0.101, 0.116, 0.130, 0.126, 0.111, -0.096, -0.362, -0.046, -0.114, -0.017, -0.085, -0.028, -0.124, -0.370, -0.072, -0.057, -0.186, -0.339, 0.107, 0.085, -0.029, 0.129, 0.040, 0.092, 0.084, 0.115, 0.107, 0.118, 0.137, 0.042, 0.091, 0.081, -0.018, 0.082, 0.099, -0.070, -0.082, -0.137, -0.363, -0.092, -0.065, 1.319, -0.372, -0.110, -0.084, -0.062, -0.018, -0.207, -0.182, -0.030, -0.093, -0.084, -0.115, -0.343, 0.094, 0.097, 0.058, 0.100, 0.103, 0.124, 0.100, 0.110, 0.115, 0.117, 0.103, 0.109, 0.105]
}


# 2
{
  "formula": "C13H12O5PSn",
  "method": "wB97M-V/def2-TZVPD",
  "charge": 1,
  "lumo_ha": [-0.1521, -0.1521],
  "orbital_gap_ev": [5.2, 5.2],
  "symbols": ["O", "C", "Sn", "O", "C", "C", "O", "C", "O", "C", "O", "H", "C", "P", "C", "C", "C", "C", "C", "C", "C", "H", "H", "H", "H", "H", "H", "H", "H", "H", "H", "H"],
  "coordinates": [[0.79011, 0.02509, -5.66120], [0.98580, 0.03088, -4.52975], [0.11604, 0.05268, 0.04131], [2.98506, 0.00569, -2.11320], [2.19394, 0.01937, -1.26662], [-2.30549, 0.01212, 0.89120], [-3.43580, -0.03143, 1.05485], [-0.08554, -2.48078, -0.29202], [-0.20322, -3.60613, -0.45114], [-0.08935, 2.52430, -0.14616], [-0.28993, 3.57515, -0.56380], [-0.73789, -0.01781, -1.47428], [2.92692, -1.15174, 2.74101], [1.27980, -0.46843, 2.33308], [0.21411, -1.87454, 2.83192], [1.15986, 0.93210, 3.52083], [1.13913, 0.54374, 4.86966], [1.26883, 1.52179, 5.85532], [1.42821, 2.87127, 5.49069], [1.48285, 3.25606, 4.13876], [1.36990, 2.28303, 3.14087], [3.08795, -2.10346, 2.18441], [2.88681, -1.31755, 3.81512], [3.69775, -0.39342, 2.50230], [0.48754, -2.12227, 3.86930], [-0.85146, -1.60920, 2.73166], [0.41358, -2.69554, 2.13868], [1.06225, -0.52080, 5.09382], [1.23686, 1.20705, 6.89756], [1.50886, 3.62894, 6.27216], [1.60873, 4.30433, 3.86539], [1.44646, 2.55281, 2.07887]],
  "forces_ev_per_a": [[0.5077, 0.0126, 3.0314], [-0.5558, -0.0093, -3.0919], [-1.1617, 0.2428, -0.2721], [-3.2260, 0.2364, 3.6066], [4.1465, -0.4380, -4.0259], [-4.2758, -0.0516, 0.0044], [2.8220, 0.0774, -0.0830], [-0.2214, -3.3069, -0.8690], [0.2169, 2.7874, 0.5032], [-0.9901, 5.0672, -1.7632], [0.6683, -3.2170, 1.3152], [-0.6308, -0.1961, -1.3186], [-0.0183, -0.1252, 0.3386], [2.9400, -0.3884, 0.9644], [-0.2606, 0.8034, 0.2898], [0.2438, -0.3122, 0.0438], [0.0054, 0.9101, -0.4290], [-0.0642, 0.0689, -0.2044], [-0.0999, -0.2984, -0.1865], [-0.0855, -0.4521, 0.2341], [-0.3237, -0.7779, 0.3682], [0.0125, 0.7171, 0.4311], [0.6796, -0.3566, 0.1811], [-0.3658, -0.5539, 0.1133], [-0.4559, -0.3186, -0.4335], [0.3330, -0.1795, 0.3376], [0.1640, -0.0325, 0.3976], [-0.0718, 0.4079, 0.3127], [0.0725, 0.3056, -0.1722], [0.0054, -0.2290, -0.2631], [0.0158, -0.3060, 0.1335], [-0.0260, -0.0876, 0.5060]],
  "nbo_charge": [-0.474, 0.479, 0.537, -0.376, 0.564, 0.545, -0.403, 0.553, -0.399, 0.560, -0.388, -0.345, -0.931, 0.744, -0.936, -0.255, -0.232, -0.182, -0.180, -0.201, -0.233, 0.240, 0.222, 0.250, 0.254, 0.239, 0.239, 0.211, 0.232, 0.235, 0.233, 0.202]
}


# 3
{
  "formula": "C3H7NO2S",
  "method": "wB97M-V/def2-TZVPD",
  "charge": 0,
  "lumo_ha": [-0.0174, -0.0178],
  "orbital_gap_ev": [7.3, 7.2],
  "symbols": ["C", "C", "C", "N", "O", "O", "S", "H", "H", "H", "H", "H", "H", "H"],
  "coordinates": [[0.52964, -1.84817, -0.75541], [0.78023, 2.03192, 0.64277], [0.44921, -0.58988, 0.02599], [-2.02944, -0.16546, -0.00409], [-2.06127, 0.94594, -0.47935], [-2.91611, -0.88726, 0.37566], [0.54269, 0.90009, -0.75060], [1.51551, -2.30784, -0.63900], [-0.21048, -2.56684, -0.40544], [0.36369, -1.65313, -1.81311], [0.08849, 1.77356, 1.43961], [0.57496, 3.03258, 0.27845], [1.80812, 1.95991, 0.98896], [0.56478, -0.62542, 1.09555]],
  "forces_ev_per_a": [[0.0166, -0.0644, -0.1326], [-0.0005, -0.2923, -0.1897], [-1.2429, 1.0175, -0.7473], [3.1855, -1.0366, 0.4509], [-1.4234, 0.2323, 0.0376], [-0.9480, 0.5638, -0.2181], [0.6771, -0.6706, 0.5746], [0.0158, 0.0416, 0.0153], [-0.0405, 0.0439, 0.0265], [-0.0201, -0.0849, -0.0395], [-0.1174, 0.0344, -0.0192], [-0.0421, 0.0704, 0.0107], [-0.0127, 0.0706, 0.0140], [-0.0475, 0.0742, 0.2168]],
  "nbo_charge": [-0.673, -0.746, -0.284, 0.376, -0.433, -0.414, 0.529, 0.229, 0.252, 0.228, 0.240, 0.244, 0.230, 0.222]
}


# 4
{
  "formula": "C5H8O",
  "method": "wB97M-V/def2-TZVPD",
  "smiles": "C[C@]12CC[C@H]1O2",
  "charge": 0,
  "lumo_ha": 0.0409,
  "orbital_gap_ev": 10.7,
  "symbols": ["C", "C", "C", "C", "C", "O", "H", "H", "H", "H", "H", "H", "H", "H"],
  "coordinates": [[-1.85221, 0.39010, 0.29018], [-0.46643, -0.02613, -0.08465], [0.63375, -0.54979, 0.84356], [1.68114, -0.20053, -0.25454], [0.53754, 0.42283, -1.05924], [-0.32735, -0.67123, -1.35124], [-1.85813, 1.02033, 1.18473], [-2.44148, -0.50969, 0.50601], [-2.33655, 0.92172, -0.53403], [0.74078, 0.11425, 1.70785], [0.55478, -1.58521, 1.18658], [2.47918, 0.46902, 0.07329], [2.10784, -1.06575, -0.76879], [0.54714, 1.27010, -1.73970]],
  "forces_ev_per_a": [[0.0113, 0.0195, -0.0081], [-0.2279, 0.0587, 0.2733], [-0.0450, -0.1133, 0.1339], [0.1432, 0.0130, 0.0005], [0.1816, 0.2594, -0.1623], [-0.0627, -0.1897, -0.0925], [0.0443, -0.0508, -0.1371], [0.0567, 0.1476, -0.0168], [0.0960, -0.0550, 0.1225], [-0.0152, -0.1240, -0.0978], [0.0057, 0.0887, -0.1061], [-0.1637, -0.0186, -0.0279], [0.0090, 0.1586, 0.0642], [-0.0333, -0.1942, 0.0543]],
  "nbo_charge": [-0.630, 0.215, -0.411, -0.419, 0.042, -0.497, 0.216, 0.221, 0.227, 0.206, 0.208, 0.208, 0.216, 0.198]
}


Number 1: E -167214.3141 eV. Number 2: E -39020.9687 eV. Number 3: E -19640.1966 eV. Number 4: E -7360.2727 eV.